The following is a DFT calculation (ωB97M-V with the def2-TZVPD basis set) of a cluster of 17 separate species, C17H59N9O26 in total in a non-equilibrium geometry.

Summary:
* E_LUMO: -0.70 eV
* largest force on an atom: 0.0673 hartree/bohr
* HOMO: -10.1348 eV
* orbital gap: 9.43 eV

Each line ends with the Mulliken charge.
Cartesian coordinates (Å):
C -21.776 -13.289 3.319  -0.627
O -21.131 -12.426 4.175  -0.118
H -21.091 -13.854 2.687  0.195
H -22.327 -14.006 3.927  0.074
H -22.403 -12.740 2.616  0.454
H -21.491 -11.537 4.229  -0.109
C -20.594 -12.966 11.469  -0.603
O -21.397 -12.420 10.458  -0.335
H -20.767 -12.420 12.397  0.364
H -20.681 -14.015 11.752  0.162
H -19.534 -12.801 11.281  0.203
H -22.011 -11.733 10.726  0.243
C -16.033 -10.284 6.823  -0.071
O -14.610 -10.226 6.831  -0.570
H -16.392 -11.310 6.737  0.078
H -16.448 -9.896 7.754  0.226
H -16.534 -9.720 6.037  0.063
H -14.319 -9.423 6.393  0.315
C -16.047 -16.846 9.392  -0.247
O -15.162 -17.886 9.096  -0.546
H -16.458 -17.016 10.388  0.271
H -15.472 -15.920 9.391  0.287
H -16.892 -16.803 8.705  -0.048
H -15.746 -18.647 9.137  0.296
C -22.675 -9.187 3.511  -0.928
O -22.018 -9.746 4.648  -0.289
H -22.500 -8.112 3.544  0.348
H -22.313 -9.621 2.579  0.298
H -23.731 -9.386 3.697  0.337
H -22.381 -9.270 5.398  0.186
C -19.888 -17.018 10.934  -0.027
O -19.834 -16.438 12.239  -0.492
H -20.475 -17.933 10.864  0.402
H -20.288 -16.250 10.273  -0.138
H -18.895 -17.234 10.539  -0.004
H -19.367 -17.094 12.762  0.272
C -20.914 -14.751 6.386  0.050
O -20.069 -13.681 6.167  0.514
H -20.417 -15.514 6.985  0.015
H -21.908 -14.485 6.745  -0.031
H -21.029 -15.157 5.381  -0.188
H -20.375 -13.068 5.495  0.105
C -18.110 -13.598 9.095  0.324
O -17.594 -13.758 7.741  -0.518
H -18.850 -14.359 9.346  0.099
H -17.345 -13.663 9.869  0.432
H -18.658 -12.657 9.128  -0.509
H -18.313 -13.507 7.156  0.215
C -23.924 -17.412 6.516  -0.501
N -23.092 -17.860 7.663  0.876
O -23.182 -18.996 8.032  -0.582
O -22.373 -16.996 8.148  -0.275
H -24.896 -17.884 6.662  0.398
H -23.555 -17.879 5.603  -0.037
H -23.902 -16.322 6.511  0.146
C -23.547 -15.063 10.241  -0.339
N -24.380 -14.783 11.437  0.988
O -23.882 -15.093 12.535  -0.556
O -25.510 -14.399 11.213  -0.580
H -24.101 -14.891 9.318  0.171
H -23.272 -16.115 10.317  0.299
H -22.705 -14.384 10.109  -0.001
C -16.174 -12.580 1.636  -0.470
N -17.408 -11.884 1.129  0.825
O -18.453 -11.974 1.804  -0.421
O -17.366 -11.360 0.005  -0.493
H -15.580 -13.155 0.926  0.319
H -16.450 -13.250 2.450  -0.018
H -15.585 -11.803 2.124  0.335
C -19.075 -8.815 3.052  -0.430
N -18.689 -7.500 3.784  0.914
O -18.957 -6.417 3.256  -0.565
O -17.983 -7.641 4.768  -0.532
H -20.042 -8.520 2.644  0.229
H -19.352 -9.558 3.800  0.044
H -18.371 -9.149 2.289  0.302
C -22.508 -17.079 2.712  -0.086
N -22.510 -17.858 1.442  0.949
O -22.580 -19.088 1.521  -0.575
O -22.415 -17.212 0.443  -0.573
H -22.977 -16.135 2.434  0.267
H -21.457 -16.875 2.918  0.013
H -23.019 -17.621 3.508  0.019
C -20.118 -10.383 7.803  0.104
N -19.622 -8.986 7.976  1.039
O -20.199 -8.106 7.374  -0.611
O -18.696 -8.807 8.828  -0.572
H -19.407 -11.010 8.342  -0.389
H -20.193 -10.656 6.750  -0.068
H -21.074 -10.430 8.323  0.238
C -25.406 -11.760 7.656  -0.817
N -24.413 -12.260 6.695  0.795
O -24.660 -12.230 5.520  -0.554
O -23.410 -12.790 7.180  -0.373
H -25.068 -10.808 8.064  0.277
H -25.601 -12.550 8.382  0.244
H -26.313 -11.578 7.079  0.350
C -19.266 -18.661 7.153  -0.763
N -19.910 -19.109 5.866  0.941
O -21.059 -18.707 5.533  -0.452
O -19.382 -20.050 5.386  -0.567
H -20.004 -18.607 7.954  0.235
H -18.743 -17.711 7.043  0.135
H -18.431 -19.346 7.300  0.420
C -17.579 -15.260 4.174  -0.533
N -18.653 -16.092 3.562  0.995
O -18.877 -17.180 3.990  -0.558
O -19.302 -15.536 2.676  -0.549
H -17.543 -15.455 5.246  0.169
H -17.662 -14.199 3.939  -0.087
H -16.652 -15.587 3.703  0.459